(1)
C5H12AgO3 | ωB97M-V/def2-TZVPD

XYZ file:
```
21
Properties=species:S:1:pos:R:3
H -0.480 1.611 -3.644
C 2.879 0.859 -0.003
O 2.664 -0.111 -0.978
C 1.867 0.737 1.134
O 0.576 0.627 0.514
C -0.504 0.224 1.345
C -1.668 -0.076 0.429
O -1.244 -1.072 -0.501
C -2.311 -1.668 -1.232
Ag 0.839 -0.503 -1.192
H 2.803 1.881 -0.425
H 3.885 0.776 0.448
H 1.875 1.610 1.802
H 2.048 -0.179 1.721
H -0.769 1.027 2.046
H -0.211 -0.665 1.925
H -2.006 0.798 -0.149
H -2.524 -0.432 1.018
H -1.852 -2.327 -1.977
H -2.958 -2.218 -0.537
H -2.908 -0.899 -1.745
```

spin multiplicity: 3
orbital gap (alpha / beta): 0.389 / 0.281 hartree
net charge: +1
relative energy (zero: lowest compared OMol25 entry of this formula, charge and spin): 0.0 kcal per mole

(2)
C5H8N2 | ωB97M-V/def2-TZVPD

XYZ file:
```
15
Properties=species:S:1:pos:R:3
C -0.921 1.155 -0.078
C -0.187 -0.175 -0.116
C 1.258 -0.121 -0.603
C 2.076 0.781 0.218
N 2.687 1.511 0.873
C -0.576 -1.258 0.819
N -0.899 -1.349 -0.606
H -0.226 1.991 0.042
H -1.477 1.318 -1.009
H -1.628 1.201 0.757
H 1.297 0.224 -1.643
H 1.693 -1.125 -0.577
H -1.377 -1.048 1.526
H 0.158 -1.982 1.167
H -1.878 -1.124 -0.771
```

orbital gap: 0.400 hartree
structure (SMILES): C[C@@]1(CC#N)CN1
net charge: 0
relative energy (zero: lowest compared OMol25 entry of this formula, charge and spin): 29.8 kcal per mole

(3)
C7H10 | ωB97M-V/def2-TZVPD

XYZ file:
```
17
Properties=species:S:1:pos:R:3
C -0.578 1.199 -0.827
C 0.631 0.607 -0.843
C 1.720 0.101 0.090
C 0.971 -0.506 1.244
C 1.042 -1.276 -0.044
C 0.136 -0.747 -1.194
C -1.297 -0.122 -1.127
H -0.950 2.157 -0.472
H 2.776 0.350 0.127
H 1.585 -0.918 2.042
H 0.043 -0.051 1.583
H 1.530 -2.246 -0.071
H 0.433 -1.174 -2.156
H -1.873 -0.463 -0.257
H -1.919 -0.216 -2.025
H -2.310 1.354 1.720
H -1.882 1.788 2.146
```

orbital gap: 0.362 hartree
structure (SMILES): C1=C2[C@H]3C[C@H]3[C@H]2C1.[H][H]
net charge: 0
relative energy (zero: lowest compared OMol25 entry of this formula, charge and spin): 125.1 kcal per mole

(4)
C5H13NO | ωB97M-V/def2-TZVPD

XYZ file:
```
20
Properties=species:S:1:pos:R:3
C -0.680 1.719 0.056
C -1.324 0.344 0.145
N -0.385 -0.792 -1.659
C -1.503 -0.411 -1.063
O -2.440 0.290 1.010
H -2.878 1.149 1.016
H -0.486 -1.517 -2.360
H 0.422 -0.973 -0.782
H -2.461 -0.898 -1.247
H -0.307 2.031 1.032
H 0.150 1.706 -0.648
H -1.411 2.458 -0.291
C 1.158 -1.184 0.592
C 2.327 -0.215 0.460
H 2.077 0.763 0.874
H 3.226 -0.568 0.981
H 1.429 -2.192 0.266
H 0.853 -1.297 1.634
H -0.371 -0.357 0.570
H 2.604 -0.056 -0.587
```

orbital gap: 0.295 hartree
net charge: 0
relative energy (zero: lowest compared OMol25 entry of this formula, charge and spin): 96.2 kcal per mole

(5)
C5H7NOS | ωB97M-V/def2-TZVPD

XYZ file:
```
15
Properties=species:S:1:pos:R:3
C -2.382 -0.107 0.969
C -1.445 0.628 0.392
C -0.221 0.204 -0.102
S 0.016 -1.652 -0.357
N 0.739 0.905 -0.446
C 2.054 0.475 -0.771
C 2.790 -0.060 0.447
O 2.292 -0.185 1.525
H -3.395 0.324 1.149
H -2.164 -1.116 1.412
H -1.666 1.735 0.187
H -1.390 -1.984 -0.535
H 2.374 1.344 -1.307
H 2.353 -0.471 -1.243
H 3.681 -0.487 -0.008
```

orbital gap: 0.343 hartree
structure (SMILES): C=C/C(S)=N/CC=O
net charge: 0
relative energy (zero: lowest compared OMol25 entry of this formula, charge and spin): 78.3 kcal per mole

(6)
C26H73HgN10O9P2 | ωB97M-V/def2-TZVPD

XYZ file:
```
121
Properties=species:S:1:pos:R:3
Hg 0.269 -0.185 -0.525
O -0.115 1.823 -0.596
H -1.037 1.947 -0.957
C 1.054 0.877 -4.288
C 2.323 1.022 -3.410
O 2.571 0.250 -2.488
N 3.142 2.050 -3.763
C 4.472 2.085 -3.158
H 0.511 1.820 -4.078
H 0.386 0.115 -3.880
H 1.377 0.755 -5.294
H 2.886 2.756 -4.469
H 5.157 1.934 -3.936
H 4.480 1.290 -2.375
H 4.623 3.016 -2.672
C -2.749 0.295 -4.366
C -2.443 -0.084 -2.983
O -1.327 -0.489 -2.627
N -3.366 -0.023 -1.988
C -4.557 0.770 -1.985
H -2.152 -0.338 -5.003
H -2.496 1.438 -4.455
H -3.863 0.116 -4.664
H -2.928 -0.226 -1.096
H -4.666 1.607 -1.330
H -5.467 0.196 -1.750
H -4.809 1.093 -3.011
C -2.246 4.681 -3.745
C -1.477 3.771 -2.733
O -2.077 2.805 -2.296
N -0.194 3.994 -2.454
C 0.654 5.155 -2.835
H -2.951 3.989 -4.185
H -1.766 5.233 -4.560
H -2.894 5.371 -3.175
H 0.132 3.390 -1.642
H 0.178 6.043 -2.414
H 0.624 5.388 -3.935
H 1.665 4.994 -2.415
C 2.635 -2.624 -2.533
C 1.161 -2.694 -2.098
O 0.706 -2.345 -0.944
N 0.301 -3.208 -2.961
C -1.088 -3.417 -2.674
H 3.140 -2.474 -1.573
H 2.787 -1.807 -3.215
H 2.945 -3.506 -3.075
H 0.786 -3.456 -3.795
H -1.711 -2.849 -3.383
H -1.181 -2.987 -1.650
H -1.266 -4.451 -2.530
O 1.276 0.245 1.672
P 2.526 -0.034 2.432
N 2.982 1.368 3.220
C 4.382 1.488 3.559
C 1.966 2.265 3.702
N 3.751 -0.646 1.515
C 4.784 -1.620 1.957
C 4.253 0.182 0.457
N 2.248 -1.274 3.524
C 1.610 -2.499 3.072
C 2.849 -1.482 4.852
H 4.585 1.403 4.679
H 4.622 2.512 3.200
H 5.036 0.810 3.044
H 1.955 2.400 4.807
H 1.020 1.879 3.421
H 2.091 3.222 3.102
H 5.607 -1.156 2.483
H 4.246 -2.294 2.671
H 5.125 -2.045 1.045
H 4.287 -0.400 -0.442
H 3.592 1.032 0.290
H 5.273 0.506 0.658
H 2.251 -3.387 3.071
H 0.767 -2.616 3.727
H 1.306 -2.462 2.025
H 2.084 -1.661 5.668
H 3.475 -0.689 5.136
H 3.479 -2.402 4.843
O -1.509 -1.568 0.653
P -2.626 -2.283 1.349
N -2.482 -3.924 1.063
C -1.096 -4.385 1.185
C -3.444 -4.880 1.383
N -4.135 -1.971 0.836
C -4.917 -0.907 1.402
C -4.720 -2.689 -0.322
N -2.525 -1.884 2.937
C -3.530 -2.372 3.877
C -1.510 -0.950 3.491
H -0.839 -4.717 2.124
H -0.440 -3.532 0.945
H -0.805 -5.076 0.419
H -3.427 -5.759 0.763
H -4.470 -4.469 1.370
H -3.251 -5.265 2.374
H -4.290 -0.211 1.925
H -5.617 -0.419 0.733
H -5.634 -1.349 2.080
H -5.480 -3.381 -0.015
H -5.003 -1.941 -1.123
H -3.980 -3.271 -0.843
H -3.262 -3.267 4.350
H -3.602 -1.665 4.684
H -4.501 -2.530 3.392
H -2.100 -0.139 3.942
H -0.897 -0.469 2.744
H -0.968 -1.394 4.399
C -1.787 3.255 1.877
O -1.077 2.143 2.341
H -1.970 3.850 2.791
H -1.212 3.777 1.090
H -2.728 2.910 1.452
H -0.556 1.723 1.655
C 3.035 3.782 0.377
O 2.461 3.097 -0.698
H 3.945 4.230 -0.032
H 2.428 4.583 0.755
H 3.324 3.187 1.311
H 1.630 2.581 -0.460
```

orbital gap: 0.243 hartree
net charge: +1

(7)
C5H16N3 | ωB97M-V/def2-TZVPD

XYZ file:
```
24
Properties=species:S:1:pos:R:3
C 0.252 2.272 -1.150
C -1.430 1.035 0.154
N -0.964 1.439 -0.981
N -0.527 1.246 1.154
N -2.744 0.790 0.413
H -1.580 1.425 -1.806
H -0.074 0.288 1.417
H -0.890 1.558 2.042
H -3.510 0.686 -0.207
H -3.072 0.675 1.374
H 0.880 2.267 -0.195
H -0.021 3.383 -1.275
H 0.834 1.822 -1.968
C 0.567 -1.804 0.261
C 0.922 -1.762 -1.221
C 1.788 -1.619 1.160
H -0.213 -1.029 0.630
H -0.039 -2.798 0.453
H 1.495 -0.854 -1.200
H 2.678 -2.042 0.673
H 2.138 -0.622 1.434
H 0.120 -1.753 -1.898
H 1.580 -2.580 -1.440
H 1.812 -2.023 2.175
```

orbital gap: 0.396 hartree
net charge: +1
relative energy (zero: lowest compared OMol25 entry of this formula, charge and spin): 50.6 kcal per mole

(8)
C2H3NOS2 | ωB97M-V/def2-TZVPD

XYZ file:
```
9
Properties=species:S:1:pos:R:3
S -2.097 -1.040 -0.039
C -1.929 0.579 0.190
N -0.770 1.306 0.058
O 0.351 0.741 -0.557
C 1.278 0.269 0.370
S 2.679 -0.472 -0.015
H -2.844 1.239 0.305
H -0.890 2.254 -0.172
H 0.898 0.539 1.416
```

orbital gap: 0.328 hartree
structure (SMILES): S=CNOC=S
net charge: 0
relative energy (zero: lowest compared OMol25 entry of this formula, charge and spin): 69.6 kcal per mole